(1)
{"formula": "C10H17F2N2O", "method": "ωB97M-V with the def2-TZVPD basis set", "relative_energy_kj_mol": 102.0, "homo_energy_ev": -12.4, "smiles": "OC=[N+]=C[C@@H]1C[C@](F)(CCCF)CCN1", "max_force_ha_per_bohr": 0.120, "total_energy_ha": -775.31951, "total_charge": 1, "species": ["C", "C", "C", "C", "C", "C", "C", "C", "C", "C", "N", "N", "O", "F", "F", "H", "H", "H", "H", "H", "H", "H", "H", "H", "H", "H", "H", "H", "H", "H", "H", "H"], "positions_angstrom": [[-2.040, 2.012, -0.202], [2.126, 0.651, 0.404], [-0.312, 0.194, -0.229], [1.700, 2.132, 0.526], [-0.493, 1.684, -0.278], [1.150, -0.128, -0.610], [1.527, -1.598, -0.816], [1.040, -2.394, 0.414], [-0.223, -3.300, 0.053], [-4.405, 1.168, -0.049], [-3.104, 1.319, -0.019], [0.254, 2.206, 0.839], [-5.179, 1.138, -1.042], [1.411, 0.545, -1.833], [-1.383, -2.539, 0.177], [-2.039, 3.189, -0.175], [3.065, 0.765, 0.069], [2.062, 0.250, 1.325], [-0.305, -0.220, 0.834], [-0.884, -0.261, -0.986], [2.218, 2.600, 1.227], [1.951, 2.709, -0.530], [-0.218, 2.261, -1.158], [0.910, -1.732, -1.784], [2.619, -1.891, -0.876], [1.782, -3.005, 0.702], [0.812, -1.829, 1.312], [-0.442, -4.052, 0.687], [-0.367, -3.734, -1.038], [-4.763, 1.073, 1.033], [0.018, 3.099, 1.244], [-4.886, 0.897, -1.933]], "mulliken_charge": [-0.397, -1.193, -0.810, -0.863, 0.311, 0.558, -0.597, -0.901, -0.497, 0.265, -0.081, -0.493, -0.377, -0.439, -0.297, 0.309, 0.525, 0.541, 0.276, 0.496, 0.673, 0.212, 0.437, 0.346, 0.289, 0.722, 0.381, 0.351, 0.207, 0.328, 0.324, 0.393]}


(2)
{"formula": "C10H17N", "method": "ωB97M-V with the def2-TZVPD basis set", "relative_energy_kj_mol": 691.3, "homo_energy_ev": -8.5, "smiles": "N[C@H]1C[C@H]2C[C@@H]3C[C@H](C2)[C@H]1C3", "max_force_ha_per_bohr": 0.179, "total_energy_ha": -445.76393, "species": ["C", "C", "C", "C", "C", "C", "C", "C", "C", "C", "H", "H", "H", "H", "H", "H", "H", "H", "H", "H", "H", "H", "H", "H", "H", "H", "H", "N"], "positions_angstrom": [[-0.414, 1.649, 0.119], [-1.253, 0.613, -0.729], [-1.424, -0.686, -0.002], [-0.623, -1.692, -0.842], [0.947, -1.346, -0.691], [1.236, -1.428, 0.629], [0.443, -0.373, 1.392], [-0.929, -0.785, 1.434], [0.738, 0.943, 0.500], [1.499, 0.130, -0.804], [0.793, 2.463, -1.226], [-1.102, 3.134, -1.384], [-0.837, 2.207, 1.080], [-2.245, 1.152, -0.887], [-0.644, 0.383, -1.829], [-2.400, -1.030, -0.097], [-0.870, -2.609, -0.125], [-1.318, -1.629, -1.756], [1.478, -1.881, -1.480], [2.219, -1.309, 0.955], [0.937, -2.537, 0.918], [0.786, 0.006, 2.299], [-1.490, -0.167, 2.252], [-0.792, -1.689, 1.998], [1.590, 1.504, 0.896], [2.610, 0.249, -0.636], [1.097, 0.156, -1.877], [-0.163, 2.779, -0.734]], "mulliken_charge": [0.238, -0.748, -0.059, -1.162, 0.600, -1.531, -0.211, -1.196, -0.764, -1.242, 0.325, 0.299, 0.189, 0.423, 0.040, 0.596, 0.306, 0.423, 0.452, 0.420, 0.362, 0.688, 0.356, 0.459, 0.583, 0.402, 0.404, -0.652]}


(3)
{"formula": "C10H17N2", "method": "ωB97M-V with the def2-TZVPD basis set", "relative_energy_kj_mol": 138.5, "homo_energy_ev": -13.0, "smiles": "CC[N+](CC)=C1C=CC=C[C@@H]1N", "max_force_ha_per_bohr": 0.097, "total_energy_ha": -500.41578, "total_charge": 1, "species": ["C", "C", "C", "C", "C", "C", "C", "C", "C", "C", "N", "N", "H", "H", "H", "H", "H", "H", "H", "H", "H", "H", "H", "H", "H", "H", "H", "H", "H"], "positions_angstrom": [[3.273, -0.363, -0.369], [2.452, -1.483, -0.627], [2.736, 0.769, -0.032], [1.084, -1.416, -0.477], [1.316, 1.070, 0.230], [0.477, -0.074, -0.176], [-1.995, -1.894, 0.852], [-1.939, 1.799, -1.223], [-1.683, -1.162, -0.389], [-1.579, 1.159, 0.156], [-0.801, -0.078, -0.090], [1.212, 1.312, 1.644], [4.323, -0.401, -0.468], [2.984, -2.314, -1.016], [3.357, 1.718, 0.236], [0.673, -2.404, -0.716], [1.019, 2.057, -0.407], [-2.674, -1.377, 1.504], [-2.479, -2.854, 0.530], [-1.159, -2.130, 1.639], [-2.982, 1.685, -1.426], [-1.695, 2.886, -1.296], [-1.346, 1.321, -1.939], [-1.122, -1.959, -1.015], [-2.547, -0.644, -0.836], [-0.929, 1.977, 0.674], [-2.421, 0.834, 0.786], [0.436, 0.880, 2.073], [2.006, 1.085, 2.177]], "mulliken_charge": [-0.377, -0.610, -1.162, -0.814, 0.920, 0.986, -1.056, -1.247, -0.651, -0.539, 0.144, -0.496, 0.476, 0.463, 0.324, 0.191, 0.170, 0.402, 0.365, 0.250, 0.380, 0.359, 0.425, 0.341, 0.351, 0.445, 0.447, 0.231, 0.282]}


> Which formula does entry 2 have?

C10H17N